{"formula": "C14H28Cl2InO5SSi2", "method": "wB97M-V/def2-TZVPD", "charge": 3, "lumo_ev": -16.0, "energy_ha": -3012.74255, "multiplicity": 1, "max_force_ev_per_a": 9.74, "symbols": ["In", "Cl", "Cl", "S", "Si", "Si", "O", "O", "O", "O", "O", "C", "C", "C", "C", "C", "C", "C", "C", "C", "C", "C", "C", "C", "C", "H", "H", "H", "H", "H", "H", "H", "H", "H", "H", "H", "H", "H", "H", "H", "H", "H", "H", "H", "H", "H", "H", "H", "H", "H", "H", "H", "H"], "xyz": [[-2.4135, -1.5305, -2.7078], [-4.0857, -0.9792, -0.6943], [1.5814, -1.3576, 1.2265], [-1.6324, 0.0085, 1.8456], [-0.9069, 0.4775, -0.1811], [0.7697, -1.8640, -0.6852], [5.7152, -2.0932, -1.0279], [3.3712, -2.5422, -1.3636], [-0.6462, -0.9491, -1.1707], [-0.9396, -3.3693, 1.7650], [-2.3461, -2.8570, 3.7161], [2.2154, -1.8670, -1.9717], [-5.1327, 1.5756, -1.2482], [-2.2549, -3.3787, 2.4647], [4.2677, -0.0540, -0.4990], [0.1780, -3.7341, -0.5709], [4.4435, -1.6058, -0.9963], [-1.1120, -3.9409, 0.4191], [2.8144, 2.3701, 2.2935], [0.3475, 2.7970, 1.1155], [-3.8644, 0.8764, -0.4154], [0.7500, 2.5742, -1.5741], [0.5537, 1.7383, -0.1630], [1.1707, 2.3496, 2.4616], [-2.4102, 1.4284, -1.0169], [3.1166, 2.6025, 1.1827], [-2.3912, 1.0823, -2.1557], [3.3826, 0.5286, -1.0379], [1.0767, -4.4668, -0.3665], [-0.2048, -3.9910, -1.6723], [-2.0997, -3.4408, -0.0256], [1.6018, 1.9955, -2.1722], [-5.2614, 2.6911, -0.9187], [-3.2241, -3.7769, 1.9406], [3.3463, 3.1700, 2.9899], [4.1572, 0.0082, 0.6685], [-0.2174, 2.6561, -2.2271], [-2.2975, 2.5924, -0.9593], [2.4419, -0.8287, -2.4604], [0.9284, 3.1657, 3.2970], [5.2578, 0.5218, -0.8181], [3.2845, 1.3086, 2.5599], [1.6113, 1.2275, 0.0503], [-5.0438, 1.4154, -2.4046], [0.7166, 3.8570, 0.7820], [-0.7956, 2.8973, 1.3778], [-1.2853, -5.0981, 0.5526], [1.8518, -2.5733, -2.8629], [-6.1135, 1.0076, -0.8799], [1.1540, 3.6530, -1.3655], [-2.1943, 1.2487, 2.2602], [0.7989, 1.3175, 2.9315], [-4.0317, 1.1557, 0.7122]], "forces_ev_per_angstrom": [[-0.18, -0.58, -1.20], [0.21, 1.29, 1.10], [-1.09, -0.01, -1.49], [0.33, 0.56, 0.24], [-1.16, 1.02, -0.61], [0.08, -2.27, 0.90], [-9.02, 2.93, 0.15], [1.04, 3.59, 0.05], [1.86, 1.31, 2.47], [-3.63, -0.37, 0.11], [0.94, -3.61, -9.00], [0.31, -0.35, -2.09], [-0.51, -0.99, 0.88], [0.73, 3.22, 6.84], [0.26, 0.32, -0.67], [-0.90, -0.36, -0.48], [6.61, -2.33, 0.16], [-0.44, -0.76, -0.60], [0.20, -0.68, -0.32], [-0.38, -0.38, 0.90], [-1.05, 3.10, -1.03], [0.55, -0.96, -0.45], [2.99, 2.48, 0.48], [0.47, 0.98, 0.10], [-1.38, -1.19, -0.53], [-0.58, -0.34, 2.08], [0.08, 1.02, 2.04], [1.68, -1.43, 1.11], [-1.74, 1.57, -0.15], [0.73, 0.37, 2.25], [2.08, -1.16, 0.57], [-2.02, 1.37, 0.97], [0.52, -2.08, -0.83], [2.07, 0.51, 0.66], [-1.36, -1.69, -1.39], [0.22, -0.42, -2.33], [1.88, -0.11, 1.20], [-0.39, -2.22, 0.01], [-0.28, -1.83, 1.06], [0.08, -1.75, -1.62], [-2.03, -1.48, 0.75], [-1.01, 2.31, -0.44], [-2.43, 0.60, -0.44], [-0.03, 0.51, 2.25], [-0.65, -2.04, 0.44], [2.20, 0.04, -0.49], [0.28, 2.16, -0.51], [0.84, 1.42, 1.89], [2.10, 1.26, -0.84], [-0.86, -2.08, -0.24], [0.79, -1.16, -0.77], [0.55, 1.78, -0.88], [0.44, -1.11, -2.24]], "lowdin_charge": [0.96, 0.54, 0.50, 0.75, 0.28, 0.28, 0.14, -0.08, -0.57, -0.15, 0.01, -0.21, -0.11, -0.10, 0.00, -0.18, -0.21, -0.22, -0.10, -0.20, -0.63, -0.07, -0.36, -0.21, -0.25, 0.08, 0.07, 0.07, 0.14, 0.12, 0.11, 0.10, 0.12, 0.19, 0.12, 0.09, 0.09, 0.14, 0.13, 0.16, 0.15, 0.09, 0.08, 0.11, 0.15, 0.10, 0.18, 0.16, 0.12, 0.12, -0.03, 0.11, 0.11]}

---

{"formula": "C2H5OS", "method": "wB97M-V/def2-TZVPD", "charge": -1, "de_lowest_ev": 0.690, "lumo_ev": 4.1, "energy_ha": -552.63201, "multiplicity": 1, "max_force_ev_per_a": 4.24, "symbols": ["S", "O", "C", "C", "H", "H", "H", "H", "H"], "xyz": [[-2.2112, -1.5263, -0.7905], [0.2488, 2.4617, 0.6484], [1.1055, 0.1460, -0.0089], [0.0660, 1.2598, 0.2783], [-1.0123, 0.8994, 0.1562], [1.7994, -0.0307, 0.7483], [0.4755, -0.7489, 0.0287], [1.4548, 0.3304, -0.9788], [-1.9265, -2.7914, -0.0817]], "forces_ev_per_angstrom": [[0.51, -2.07, 1.19], [0.07, -4.04, -1.29], [-3.41, 0.54, 0.94], [-0.50, 2.77, 1.36], [1.17, 0.30, -0.06], [1.68, 0.52, 1.07], [0.01, -0.07, -0.70], [0.93, -0.04, -1.35], [-0.46, 2.09, -1.17]], "lowdin_charge": [-0.38, -0.07, -0.07, -0.25, 0.06, 0.04, 0.01, 0.05, -0.38]}

---

{"formula": "C18H20NO4S2", "method": "wB97M-V/def2-TZVPD", "charge": -1, "de_lowest_ev": 0.000, "lumo_ev": 2.4, "energy_ha": -1850.06744, "multiplicity": 1, "max_force_ev_per_a": 1.77, "symbols": ["S", "S", "O", "O", "O", "O", "N", "C", "C", "C", "C", "C", "C", "C", "C", "C", "C", "C", "C", "C", "C", "C", "C", "C", "C", "H", "H", "H", "H", "H", "H", "H", "H", "H", "H", "H", "H", "H", "H", "H", "H", "H", "H", "H", "H"], "xyz": [[1.2367, 1.2834, 1.7661], [1.1556, -1.5473, 1.0715], [0.6664, 3.2508, -0.6991], [3.2136, 0.1911, -1.3117], [2.0004, 4.2624, 0.7712], [1.2682, 1.1978, -1.7153], [-0.9580, -0.2278, 1.8433], [-1.6422, -1.5070, 1.8853], [0.6547, 2.4853, -1.9240], [4.8096, 3.4628, 0.7907], [-3.1514, 0.3332, 2.5588], [5.7491, 3.2091, 1.8133], [2.9085, 2.3652, -0.3827], [6.0816, 5.5877, 2.1767], [6.3356, 4.2553, 2.5218], [4.5975, 4.8168, 0.4147], [5.2436, 5.8478, 1.0889], [-3.1223, -1.1371, 2.0945], [0.3703, -0.1548, 1.5862], [2.5106, 1.1659, -1.1656], [4.1844, 2.3698, 0.0839], [1.8695, 3.3761, -0.0470], [-1.7222, 0.8884, 2.3894], [-0.8088, 2.1636, -2.2195], [1.3408, 3.2846, -3.0178], [0.8023, 4.2327, -3.1305], [6.0154, 2.1703, 2.0178], [-3.6038, -1.8178, 2.7988], [-1.4892, -2.0890, 0.9599], [4.7399, 1.4609, -0.1462], [-3.6300, -1.2348, 1.1313], [-3.8488, 0.9184, 1.9542], [6.5373, 6.4146, 2.7276], [5.0788, 6.8660, 0.7430], [3.9779, 5.0238, -0.4566], [1.2645, 2.7397, -3.9644], [-1.7094, 1.7571, 1.7090], [-1.3880, 3.0875, -2.2958], [-1.1967, 1.5454, -1.4025], [7.0160, 4.0439, 3.3430], [-0.8601, 1.6007, -3.1570], [-1.2883, -2.1448, 2.7239], [-3.4637, 0.4187, 3.6022], [2.3935, 3.4782, -2.7810], [-1.3117, 1.2376, 3.3563]], "forces_ev_per_angstrom": [[-0.37, 0.63, 0.68], [0.25, -0.74, -0.19], [0.57, -0.05, -0.57], [-0.70, 0.96, -0.12], [-0.39, -0.84, -0.96], [0.06, 0.58, -0.47], [0.00, 0.24, 0.08], [-0.59, -0.30, 0.36], [-0.18, -0.45, 1.05], [1.08, 1.30, 0.54], [0.04, 0.04, 0.06], [-0.38, 0.05, -0.48], [0.87, -0.09, 0.08], [-0.18, -0.41, -0.16], [0.06, 0.36, -0.02], [0.58, -0.69, 0.20], [-0.19, -0.12, -0.15], [0.15, 0.06, -0.39], [0.37, -0.53, -0.26], [0.41, -1.08, 0.13], [-1.30, 0.01, -0.94], [-0.40, 0.74, 0.82], [-0.24, 0.07, 0.09], [0.40, 0.06, 0.11], [-0.21, -0.08, -0.22], [0.21, -0.11, 0.07], [-0.17, 0.29, 0.16], [-0.03, 0.08, -0.05], [0.08, 0.38, 0.44], [0.03, 0.19, 0.23], [-0.14, 0.02, 0.12], [-0.04, -0.08, 0.14], [-0.09, -0.34, -0.18], [0.04, -0.10, 0.17], [0.13, 0.04, 0.36], [0.16, 0.04, 0.14], [0.21, -0.38, 0.22], [0.08, -0.12, -0.02], [0.09, 0.15, -0.16], [-0.08, -0.05, -0.13], [-0.06, 0.11, 0.16], [0.12, 0.36, -0.40], [-0.04, -0.02, -0.08], [-0.21, -0.04, -0.06], [0.00, -0.18, -0.44]], "lowdin_charge": [0.65, 0.47, 0.04, 0.10, 0.09, 0.06, -0.22, -0.24, -0.53, -0.19, -0.17, -0.03, -0.13, -0.10, -0.10, -0.03, -0.09, -0.17, -1.30, -0.47, 0.05, -0.52, -0.20, 0.02, 0.02, 0.10, 0.12, 0.09, 0.08, 0.14, 0.10, 0.09, 0.10, 0.10, 0.11, 0.10, 0.10, 0.09, 0.10, 0.09, 0.09, 0.11, 0.09, 0.09, 0.10]}

---

{"formula": "C6H38N2O13", "method": "wB97M-V/def2-TZVPD", "charge": 0, "de_lowest_ev": 0.425, "lumo_ev": -0.1, "energy_ha": -1338.93318, "multiplicity": 1, "max_force_ev_per_a": 4.09, "symbols": ["O", "O", "O", "O", "O", "O", "O", "O", "O", "O", "O", "O", "O", "N", "N", "C", "C", "C", "C", "C", "C", "H", "H", "H", "H", "H", "H", "H", "H", "H", "H", "H", "H", "H", "H", "H", "H", "H", "H", "H", "H", "H", "H", "H", "H", "H", "H", "H", "H", "H", "H", "H", "H", "H", "H", "H", "H", "H", "H"], "xyz": [[0.0385, 0.8066, -4.4540], [-0.7990, -3.6914, -0.0433], [0.7575, -4.2975, 2.2452], [0.1180, 1.8726, 3.9419], [2.4813, 1.5418, -3.0406], [0.3146, 4.1214, -1.1843], [2.4839, -2.7224, -1.9078], [-0.4823, -1.8210, -1.8126], [-1.2889, 3.3472, 1.9228], [-2.4295, 0.0000, -2.3087], [-0.7352, -1.2097, 4.0240], [-3.3522, 3.4128, 0.0891], [-3.2692, 2.5549, -2.6194], [-2.2139, -0.2093, 0.6102], [1.7637, -0.1935, -1.0621], [-2.9557, -0.7686, 1.4806], [0.0345, -0.6995, 1.4017], [-0.8464, 0.0967, 0.7919], [2.3255, -0.8111, 0.2340], [3.7819, -0.4258, 0.1901], [1.4944, -0.3709, 1.4121], [-1.1554, -2.0693, 3.9633], [-0.8699, 4.0829, 2.4170], [1.8937, -0.8547, 2.3331], [0.4534, -1.8340, -2.0569], [-2.5763, -1.2484, 2.3708], [2.9953, -2.2352, -2.5560], [0.9772, 0.4284, -0.9700], [-3.3210, 2.9321, -1.7279], [-3.9769, -0.9600, 1.1977], [0.6814, 1.1036, 3.7733], [-3.1896, 2.8936, 0.8832], [0.1105, -1.1673, 4.4724], [-0.5894, -1.3186, -1.0034], [-0.6349, -3.3352, -0.9532], [1.5842, 0.6258, 1.8317], [2.4762, 2.4138, -2.6379], [2.8730, -3.5845, -1.7505], [1.4694, -3.6690, 2.3537], [-0.8572, 0.9948, -4.1453], [4.1958, 0.3200, 0.8400], [-0.6087, 1.1082, 0.4978], [-2.6350, -0.1442, -1.3734], [2.4162, 0.1429, -1.7406], [-2.4723, 3.6558, -0.2153], [4.1974, -0.2330, -0.8182], [-1.2519, -4.5270, -0.2554], [-0.1442, 3.8511, -0.3714], [4.3358, -1.2956, 0.5692], [2.1719, 1.4850, -3.9455], [-0.7364, 1.4974, 4.2096], [-2.7412, -0.6744, -2.9098], [0.2623, -0.0460, -4.0552], [-0.2444, 4.4288, -1.8985], [-0.2952, -1.6559, 1.7745], [-1.0807, 2.5994, 2.5252], [-3.0703, 1.6435, -2.3262], [2.0747, -1.8787, 0.1544], [0.0612, -4.0095, 1.6327]], "forces_ev_per_angstrom": [[0.04, -0.29, -0.17], [-0.55, -1.07, -0.70], [-0.38, -0.78, 0.71], [-0.30, -0.25, 0.11], [0.94, -0.67, 0.41], [0.94, -0.24, 0.51], [-0.47, -0.19, 0.05], [-0.33, -1.11, -1.03], [0.61, 0.05, 1.04], [0.17, 0.99, -0.24], [-0.60, 1.26, -0.10], [-0.25, 0.02, -0.24], [0.24, -0.18, 0.83], [-0.79, 0.44, 0.17], [-0.48, -1.23, 1.66], [0.95, -0.43, -1.27], [-0.08, 0.05, -1.52], [-0.42, -0.35, 1.32], [-1.93, 2.06, -2.96], [1.71, -2.08, 0.48], [0.23, -0.06, 3.01], [0.75, -0.39, 0.50], [-0.41, -0.41, -0.55], [0.10, -0.57, -0.52], [0.21, 0.42, 0.62], [0.13, 0.39, 0.59], [0.27, -0.21, -0.05], [0.13, 0.16, 0.07], [-0.52, 0.44, -0.33], [-0.37, 0.01, 0.06], [-0.25, 0.23, -0.07], [0.13, 0.15, -0.01], [-0.13, -1.00, 0.22], [0.47, 0.30, -0.01], [0.07, 0.60, 0.67], [0.31, 1.01, -1.17], [-0.40, 0.16, -0.67], [0.28, -0.05, -0.32], [-0.21, 0.40, -0.45], [0.12, 0.02, 0.16], [-0.67, 1.03, 0.39], [0.20, 0.05, -0.40], [-0.11, -0.62, -0.01], [0.23, 0.38, 0.20], [0.07, 0.10, 0.35], [-0.58, -0.16, 0.47], [0.18, 0.30, 0.47], [-0.27, 0.32, -0.78], [0.23, -0.15, -0.24], [-0.45, 0.83, 0.03], [0.39, -0.15, 0.12], [-0.19, -0.43, 0.47], [-0.24, 0.25, 0.09], [-0.64, -0.19, 0.36], [0.06, -0.16, -0.28], [0.18, 0.43, -0.65], [0.03, -0.02, -1.02], [0.92, 0.13, -0.04], [0.73, 0.43, -0.32]], "lowdin_charge": [-0.06, -0.09, -0.07, -0.05, -0.06, -0.06, -0.04, -0.07, -0.07, -0.06, -0.05, -0.06, -0.10, -0.01, 0.03, 0.02, -0.11, -0.17, -0.38, -0.06, -0.18, 0.05, 0.07, 0.12, 0.02, 0.06, 0.05, 0.05, -0.03, 0.08, 0.03, 0.03, 0.05, 0.00, 0.02, 0.11, 0.05, 0.06, 0.02, 0.03, 0.07, 0.11, 0.01, 0.01, 0.02, 0.09, 0.06, 0.01, 0.08, 0.03, 0.05, 0.06, 0.03, 0.04, 0.08, 0.01, -0.02, 0.11, -0.02]}

---

{"formula": "C2H6N3S", "method": "wB97M-V/def2-TZVPD", "charge": 1, "de_lowest_ev": 3.073, "lumo_ev": -4.9, "energy_ha": -641.90281, "multiplicity": 1, "max_force_ev_per_a": 3.78, "smiles": "[H]/N=C(/N)S[NH+]=C", "symbols": ["S", "N", "N", "N", "C", "C", "H", "H", "H", "H", "H", "H"], "xyz": [[-0.3504, -0.0349, 0.1884], [-1.0283, 1.4727, 0.5862], [1.7169, -1.1329, 1.8842], [1.1729, -2.2012, -0.2179], [-0.5404, 2.4272, 1.2706], [1.1825, -1.4154, 0.7105], [0.6583, -2.1529, -1.0975], [2.4871, -1.7327, 2.0581], [0.4679, 2.7306, 1.5721], [-1.9354, 1.6132, 0.0710], [1.1050, -0.8048, 2.6684], [-1.3621, 3.1555, 1.5423]], "forces_ev_per_angstrom": [[-0.49, -1.04, -1.58], [0.64, -0.23, -0.44], [-0.88, 0.46, 0.42], [-0.19, 0.87, 1.02], [-2.49, 2.78, 0.56], [-0.81, -0.01, -0.59], [0.40, 0.09, 0.17], [0.86, -0.49, 0.87], [-0.14, -1.34, 0.00], [0.73, -0.24, 1.30], [1.01, -0.55, -1.27], [1.35, -0.29, -0.45]], "lowdin_charge": [0.86, -0.42, 0.13, 0.19, 0.04, -0.57, 0.10, 0.12, 0.12, 0.15, 0.15, 0.13]}

---

{"formula": "C4H9NO3", "method": "wB97M-V/def2-TZVPD", "s2": 0.762, "charge": -1, "de_lowest_ev": 5.405, "lumo_ev": [3.5, 3.1], "energy_ha": -438.10069, "multiplicity": 2, "max_force_ev_per_a": 4.01, "symbols": ["O", "O", "O", "N", "C", "C", "C", "C", "H", "H", "H", "H", "H", "H", "H", "H", "H"], "xyz": [[-1.7191, -1.0483, 0.1723], [-0.3296, 2.7830, -0.6117], [2.9917, -0.2832, -0.8862], [-2.0386, -0.8019, 2.5460], [0.6906, 0.3404, -0.0714], [1.9205, 0.3250, -1.2491], [-1.8040, -1.4733, 1.5041], [0.6812, -0.4860, -1.3091], [-0.6340, 3.6404, -0.2984], [-2.8263, -0.1597, 2.4599], [0.8833, -1.5472, -1.1964], [-1.4234, -0.2942, 0.7690], [-0.1623, -0.3115, -1.9645], [-1.4710, -2.5143, 1.5819], [0.0471, 1.2594, -0.2034], [2.1387, 1.2831, -1.7095], [1.0726, 0.0136, 0.8850]], "forces_ev_per_angstrom": [[-0.66, 0.68, 3.79], [-0.23, 0.23, -0.12], [-0.05, -0.28, 0.34], [-1.55, -0.92, 0.27], [-0.41, 0.06, -1.27], [1.79, 0.39, -0.05], [0.32, -3.07, -0.40], [-0.89, -0.98, 1.14], [-0.05, -0.05, -0.01], [0.91, 1.00, -0.33], [0.22, 0.02, -0.09], [0.33, 2.07, -3.42], [0.25, 0.54, -0.24], [0.28, 0.12, 0.11], [0.77, 0.23, 0.63], [-1.08, 0.28, -0.25], [0.05, -0.32, -0.10]], "lowdin_charge": [0.00, -0.54, -0.06, 0.08, -0.05, -0.41, -0.37, -0.17, -0.17, 0.07, 0.10, 0.08, 0.11, 0.12, 0.01, 0.12, 0.09]}